Record 1
C35H55N2O2P2Pd as an isolated structure, computed with ωB97M-V/def2-TZVPD.

Calculated values
* multiplicity: 5
* calculated total energy: -66290.005 eV
* charge: +3
* F_max: 7.11 eV/Å
* Kohn-Sham gap (spin up / spin down): 7.8 / 4.1 eV
* HOMO (spin up / spin down): -16.3 / -17.1 eV
* molecular weight: 704.2 g mol⁻¹
* LUMO (spin up / spin down): -0.31353 / -0.47763 hartree

Last column: Mulliken charge in e.
Positions of all 97 atoms, in Å:
H (0.842987, -1.936539, 3.322241)  0.06
H (1.084539, -3.534058, 4.063624)  0.62
C (1.773223, 0.075559, -2.016831)  -0.27
H (0.116602, 4.552196, 1.364804)  0.26
H (0.456837, 4.290225, -2.424394)  0.26
H (-0.006076, -0.316237, 5.300688)  0.34
C (3.635695, 1.648251, -0.037401)  -1.83
H (0.662729, -5.502658, 3.010360)  0.53
H (-0.709608, 2.123684, 2.795952)  -0.67
H (-1.572544, -1.114639, 5.036945)  0.27
C (-1.462684, 0.795166, -3.373234)  0.16
H (2.211833, 3.873425, -1.872881)  0.16
C (0.972920, 0.140043, 2.080186)  0.45
H (-2.933306, -3.296016, 0.752123)  0.22
C (2.657938, -0.176954, -3.077530)  -0.44
H (-0.141014, -5.301942, -0.896502)  0.28
H (2.800566, 0.589751, -3.833248)  0.66
C (-1.719624, 0.971301, 5.718680)  -0.72
H (-3.363215, -3.347183, -0.970738)  0.50
C (2.685177, 3.372152, 1.460557)  -1.52
H (3.009325, 4.838265, -0.606683)  0.41
Pd (-0.089904, -0.247167, 0.587877)  -1.16
C (1.626000, -3.114684, -0.167122)  -1.48
H (-1.270060, -3.895131, 3.893352)  0.53
H (3.904115, 3.602063, -1.488210)  0.40
C (-2.642801, -2.942333, -0.243541)  -1.47
H (2.213765, 2.714551, 2.203368)  0.14
H (-0.937393, 1.367835, -6.683564)  0.48
C (-1.343945, -3.480057, 2.876144)  -1.92
C (3.064837, -2.358818, -2.139770)  -0.73
H (-2.135057, -4.034788, 2.355969)  0.31
H (-4.647994, 0.657676, -4.563762)  0.46
C (-1.778625, 3.128964, -0.030551)  -1.60
C (-2.848546, 0.607750, -3.380156)  -0.39
H (-3.427256, 1.162685, -6.692944)  0.46
H (2.366983, -3.225915, 0.642618)  0.68
C (0.043968, 4.772724, 0.292521)  -1.82
C (1.080453, -2.984046, 3.109843)  -1.39
C (-2.870768, 1.044033, -5.758842)  -0.50
C (-1.473170, 1.168556, -5.753848)  -1.01
H (4.618776, 2.079052, 0.210146)  0.67
H (-0.437312, -5.716174, 1.654619)  0.36
C (-1.036269, -0.158068, 4.940120)  -0.47
C (-3.561620, 0.760030, -4.569031)  -1.05
H (2.243607, 4.371048, 1.534983)  0.38
H (-2.705279, -1.844690, -0.264294)  0.08
H (3.747856, 3.461153, 1.729206)  0.53
C (-0.491509, 3.942813, -1.997266)  -1.55
N (-1.277135, 0.136987, -1.016661)  -0.21
H (2.090801, -3.045780, 2.687411)  0.34
H (-2.559590, 2.793361, 4.805722)  0.36
H (1.126109, 2.027381, -2.701108)  1.41
C (-0.760357, 1.043047, -4.558959)  0.19
H (-1.571483, -5.419099, 0.183095)  0.32
C (2.598239, 2.778447, 0.038824)  1.86
H (-2.380510, 1.533252, 2.811039)  0.29
H (-1.230169, 1.159524, 6.676647)  0.33
H (4.030439, -1.610208, -3.921632)  0.51
C (-1.659405, 2.176098, 4.770117)  -0.85
C (-0.968177, -2.886026, -2.070495)  -1.89
N (1.590184, -0.846268, -1.058840)  1.47
H (-0.729578, 5.547029, 0.170386)  0.56
C (-1.441199, 1.554004, 3.387528)  0.86
H (3.707325, 1.218231, -1.041869)  0.47
H (-1.196018, 4.788025, -2.062527)  0.59
H (-1.634417, -2.423151, 2.967067)  0.30
H (0.987298, 5.203908, -0.060268)  0.31
H (-2.476745, 3.955288, -0.238861)  0.59
O (1.711093, 0.395336, 2.936457)  -0.35
C (0.394281, -5.105661, 2.019787)  -1.51
H (1.262633, -5.252279, 1.364022)  0.26
H (-2.157406, 2.236379, -0.538368)  0.23
C (-0.381733, 3.541833, -0.518093)  2.16
C (2.113442, -2.063716, -1.151607)  -0.42
H (3.541366, -3.339620, -2.120437)  0.63
P (0.845250, 2.077973, -0.220443)  1.09
C (0.964696, 1.311826, -1.892894)  -1.87
H (0.063504, -3.060251, -2.402796)  0.33
H (-1.644518, -3.413604, -2.765459)  0.67
H (-0.893157, 3.134436, -2.619883)  0.34
C (-1.160832, -4.937185, -0.711680)  -1.49
H (-2.763449, 0.698880, 5.911874)  0.29
H (-1.777978, -5.269554, -1.561545)  0.52
C (3.323821, -1.399959, -3.120248)  -1.13
C (2.925681, 3.833558, -1.042278)  -1.47
O (-0.981179, 0.197290, 3.544496)  -0.07
H (-3.338957, 0.355356, -2.436654)  0.45
H (0.325215, 1.115618, -4.543107)  0.41
H (3.431247, 0.849551, 0.685584)  0.21
C (-1.235401, -3.402805, -0.650857)  1.80
P (-0.000468, -2.653188, 0.575493)  0.94
C (-0.829418, 0.669241, -2.046008)  0.74
H (-0.800342, 2.808728, 5.016827)  0.34
H (-1.195856, -1.816361, -2.148932)  0.31
H (-1.793650, 2.937249, 1.050771)  0.23
H (1.566673, -4.093523, -0.669863)  0.75
C (0.024682, -3.622485, 2.194644)  2.11

Atoms 1-2, force components in eV/Å:
H 0.0 -0.3 0.1
H 0.0 0.2 -0.3


Record 2
A 2-piece molecular cluster, C2H2N2O4 overall, computed with ωB97M-V/def2-TZVPD.

Calculated values
* calculated total energy: -13269.648 eV
* charge: 0
* F_max: 5.90 eV/Å
* Kohn-Sham gap: 8.9 eV
* HOMO: -9.7 eV
* molecular weight: 118.0 g mol⁻¹
* LUMO: -0.03064 hartree

Last column: Mulliken charge in e.
Positions of all 10 atoms, in Å:
N (-0.335095, 1.054329, -0.119552)  -0.47
H (-1.549946, -0.771181, -2.485027)  0.38
O (0.649931, -0.436323, 1.030370)  -0.28
O (0.196003, -2.193965, -0.693674)  -0.50
N (0.246185, 0.105169, -1.035724)  0.31
C (0.176854, 0.747197, 1.055709)  0.67
C (0.246047, -1.011634, -0.288763)  0.46
H (-0.305182, 0.953111, 3.094362)  0.38
O (-0.737659, 0.380272, -2.148829)  -0.45
O (-0.115763, 1.411042, 2.171624)  -0.50

Atoms 1-2, force components in eV/Å:
N 2.0 2.8 2.1
H 3.5 4.2 1.7


Record 3
A 3-piece molecular cluster, C13H12N2O10S3 overall, computed with ωB97M-V/def2-TZVPD.

Calculated values
* calculated total energy: -69630.448 eV
* charge: 0
* SMILES: O=C1c2ccccc2C(=O)N1N=C=S.O=S1(=O)OCCO1.O=S1(=O)OCCO1
* F_max: 3.14 eV/Å
* Kohn-Sham gap: 8.2 eV
* HOMO: -9.3 eV
* molecular weight: 452.4 g mol⁻¹
* LUMO: -0.03896 hartree

Last column: Mulliken charge in e.
Positions of all 40 atoms, in Å:
H (-0.330229, -1.764478, -1.127914)  0.36
H (-3.604855, -2.320746, 4.380780)  0.33
C (2.126999, 1.399416, -1.708979)  0.69
H (-1.818358, -0.758750, 3.825779)  0.27
C (2.256354, 2.133738, -0.404048)  0.61
H (-2.242085, -2.659537, -2.361655)  0.29
H (-2.790581, -2.748245, -0.670835)  0.27
O (-0.423290, -2.239181, 3.548863)  -0.32
C (1.370120, 3.214760, 0.018025)  -0.60
C (1.067070, 1.752463, -2.652644)  -0.51
C (5.424030, 2.573717, -1.412429)  0.50
O (-3.256071, 1.291339, -1.439872)  -0.58
H (-2.440308, -3.571834, 4.879406)  0.29
H (-0.662542, 3.207752, -2.923778)  0.44
H (0.999769, 1.221126, -3.632295)  0.39
H (-0.421655, 4.409335, -0.636153)  0.38
O (-2.931352, 0.305521, -3.717087)  -0.56
C (0.150329, 2.883160, -2.233149)  -0.43
H (-1.220419, -1.511215, 5.324695)  0.32
C (-2.463313, -2.077962, -1.462947)  -0.30
C (-1.517742, -1.699419, 4.294239)  -0.32
O (-0.911290, -2.509438, 1.139031)  -0.33
O (3.862335, 1.498180, 1.435225)  -0.51
O (-1.299788, -0.098916, -1.920200)  -0.13
N (4.214062, 0.819175, -0.787893)  0.49
C (0.279393, 3.587483, -0.933032)  -0.47
O (3.360993, -0.676771, -2.413049)  -0.50
N (5.446564, 1.336141, -1.237816)  -0.76
O (-2.526535, -3.240288, 2.857027)  -0.32
C (-1.275217, -1.233332, -1.042103)  -0.30
O (-3.495731, -1.132197, -1.782739)  -0.34
C (3.267459, 0.333584, -1.770065)  0.05
C (-2.617792, -2.739508, 4.193340)  -0.34
S (-0.982297, -3.205620, 2.383530)  0.93
O (-0.424018, -4.499917, 2.571280)  -0.57
S (5.002169, 4.132121, -1.540786)  -0.17
S (-2.818799, 0.239894, -2.298700)  1.09
C (3.514314, 1.501026, 0.282330)  -0.03
H (1.527825, 3.719493, 1.000830)  0.41
H (-1.395535, -0.872084, -0.024204)  0.27

Atoms 1-2, force components in eV/Å:
H 0.0 0.2 -0.2
H 0.0 -0.1 -0.3